This record from OMol25 describes one molecule with the formula C9H14INO2. The level of theory is ωB97M-V/def2-TZVPD.

Positions of all 27 atoms, in Å:
C -3.027307 2.451684 1.630462
C -2.183819 1.347433 1.485832
C 0.107339 -1.969017 -1.362751
C 1.657420 -1.857192 -1.236363
C -0.663857 -0.661846 -1.335688
C 2.140633 -1.418198 0.145979
C -0.931259 -0.133694 -0.021406
C 1.622440 -0.118870 0.788874
C -1.650300 1.024510 0.212694
N 1.704244 1.073462 0.192522
O 1.849715 1.237361 -1.006861
O 1.443976 2.159647 0.938629
I 1.210989 -0.040187 2.829501
H -3.480645 2.521903 2.554438
H -3.451566 3.227767 0.813706
H -1.948412 0.796463 2.343630
H 0.085780 -2.374974 -2.343698
H -0.348511 -2.713084 -0.683626
H 2.252777 -2.832564 -1.599930
H 2.128896 -1.232614 -2.062057
H -0.127341 0.197293 -1.964629
H -1.611148 -0.784337 -1.812555
H 1.989160 -2.175110 0.871977
H 3.255825 -1.343854 -0.059685
H -0.934819 -0.887752 0.796967
H -1.935120 1.669542 -0.540371
H 0.844909 2.836229 0.424408

Atoms 1-6, force components in eV/Å:
1.0 -1.0 -2.8
-2.5 4.2 -0.8
1.5 -0.1 -0.4
0.8 -0.8 -1.2
2.2 1.6 -2.2
1.8 1.4 -1.2

For the total energy, the calculation gives -854.02949 hartree. As for the structure (SMILES): C=C/C=C/CCCC/C(I)=[N+](\[O-])O. As for the orbital gap: 8.21 eV. As for the relative energy (zero: lowest compared OMol25 entry of this formula, charge and spin): 1.819 eV. Its highest occupied orbital energy is -7.85 eV. The LUMO energy is 0.368 eV.

***

This record from OMol25 describes an isolated ion of composition C9H14N and charge +1. The level of theory is ωB97M-V/def2-TZVPD.

Positions of all 24 atoms, in Å:
C 0.369588 -0.240234 0.007659
C 0.631128 0.666913 1.179926
C 1.320281 -1.046951 -0.920967
C -0.912745 -1.120281 0.047751
C 0.741538 -2.398350 -1.182867
C -0.503033 -2.536664 -0.619980
C 0.892803 0.562277 2.657263
C -2.032077 -0.341069 -0.717372
C 0.342042 2.424862 -0.713077
N 0.420750 1.359008 0.138973
H 1.398273 -0.538808 -1.826341
H 2.371136 -1.184877 -0.557741
H -1.232549 -1.295199 1.082713
H 1.409014 -3.239501 -1.508899
H -1.033054 -3.378603 -0.434588
H 0.473109 1.384276 3.274588
H 1.981512 0.397705 2.973369
H 0.401386 -0.398030 2.770265
H -2.747886 -1.014717 -1.036119
H -1.578861 0.086021 -1.731154
H -2.427568 0.511574 -0.204633
H -0.727032 2.718970 -0.874910
H 0.732350 3.315420 -0.277200
H 0.749068 2.405721 -1.698568

Atoms 1-6, force components in eV/Å:
0.1 -1.0 1.4
1.5 -0.5 -0.9
1.7 0.2 1.4
-0.7 0.2 -1.2
-2.0 -1.3 2.0
3.8 5.2 -0.3

For the total energy, the calculation gives -405.69356 hartree. As for the structure (SMILES): CC1=[N+](C)[C@@]12CC=C[C@@H]2C. As for the orbital gap: 8.90 eV. As for the total charge: +1. As for the relative energy (zero: lowest compared OMol25 entry of this formula, charge and spin): 4.335 eV. Its highest occupied orbital energy is -12.94 eV. The LUMO energy is -4.039 eV.

***

This record from OMol25 describes one molecule with the formula C9H14N2O. The level of theory is ωB97M-V/def2-TZVPD.

Positions of all 26 atoms, in Å:
C 2.600775 -0.874143 -1.567983
C 2.334812 0.213889 -0.505944
C 1.465787 -0.338600 0.592524
C 1.583103 0.430282 1.869159
C 0.062719 -0.635809 0.258233
C -1.763533 -2.055177 0.111561
C -2.566716 -1.051962 -0.369575
C -0.860876 0.433546 -0.021824
C -1.176227 2.803348 -0.325711
H 3.234141 -0.448621 -2.355530
H 3.380953 -1.594713 -1.034669
H 1.660800 -1.177753 -1.860411
H 3.292158 0.536380 -0.110103
H 1.841683 1.097405 -0.949181
H 1.759720 -1.382229 0.752636
H 0.948396 0.149661 2.772048
H 2.694932 0.523455 2.057331
H 1.313417 1.410126 1.610621
H -2.194628 -3.031444 0.385909
H -3.698507 -1.229456 -0.601595
H -0.534723 3.667233 -0.386433
H -1.998352 2.903335 0.427319
H -1.539838 2.601791 -1.385500
N -0.486985 -1.809304 0.486900
N -2.122627 0.303744 -0.330193
O -0.246491 1.620188 -0.082753

Atoms 1-6, force components in eV/Å:
4.3 1.1 2.4
-0.1 0.4 -1.0
0.2 -2.5 0.6
1.3 0.1 1.4
-3.0 0.6 0.4
-0.6 0.4 0.6

For the total energy, the calculation gives -536.02783 hartree. As for the structure (SMILES): CC[C@@H](C)c1nccnc1OC. As for the orbital gap: 9.54 eV. As for the relative energy (zero: lowest compared OMol25 entry of this formula, charge and spin): 1.522 eV. Its highest occupied orbital energy is -8.88 eV. The LUMO energy is 0.663 eV.

***

This record from OMol25 describes a 2-piece molecular cluster, C9H14N3 overall. The level of theory is ωB97M-V/def2-TZVPD.

Positions of all 26 atoms, in Å:
C 3.159764 -1.090264 -0.867658
C -1.085236 0.018455 -2.210832
C -0.463527 -0.783459 -3.115204
C 0.908255 -0.471280 -1.351746
C -0.402110 1.820160 1.206888
C -0.495947 -0.215559 2.726779
C -2.584332 0.789844 1.679328
C 2.035895 -0.443576 -0.552962
C -1.076122 0.879048 1.828189
N 4.036921 -1.893717 -0.995990
N -0.184416 0.254770 -1.210295
N 0.788526 -1.007319 -2.574852
H -2.067112 0.364674 -2.039814
H -0.793689 -1.220904 -4.024387
H 5.010887 -1.778754 -1.167868
H 0.709580 2.027894 1.393117
H -0.854519 2.438854 0.541042
H -0.651006 0.016937 3.863138
H 0.540454 -0.548537 2.763681
H -1.043576 -1.166601 2.527207
H -2.920570 -0.238545 1.755557
H -2.725329 1.247248 0.623562
H -3.054336 1.469352 2.435047
H 2.156372 0.136638 0.338456
H -0.434880 0.794720 -0.317320
H 1.490054 -1.400078 -3.253062

Atoms 1-6, force components in eV/Å:
0.2 -1.2 0.0
0.5 -0.6 -0.4
-0.5 1.1 1.3
-0.2 1.4 -2.2
3.8 -0.5 1.8
-0.9 -0.4 2.2

For the total energy, the calculation gives -515.28736 hartree. As for the orbital gap: 9.02 eV. As for the total charge: +1. As for the relative energy (zero: lowest compared OMol25 entry of this formula, charge and spin): 2.299 eV. Its highest occupied orbital energy is -12.27 eV. The LUMO energy is -3.253 eV.

***

This record from OMol25 describes an isolated ion of composition C9H14N3O2S and charge +1. The level of theory is ωB97M-V/def2-TZVPD.

Positions of all 29 atoms, in Å:
C -1.872854 2.342581 -0.321986
C -2.621052 1.274821 0.017050
C -0.423452 2.262824 -0.317320
C -2.074850 0.012471 0.261788
C -0.738428 -0.230384 0.383062
C 0.216488 1.119996 -0.044532
C 0.738710 -2.101002 -0.044967
C -3.060123 -1.037532 0.637938
C 2.838524 2.152136 -0.445667
N 1.642505 -2.986405 0.378301
N 0.630548 -1.904403 -1.372646
N 0.015703 -1.371398 0.801687
O 2.092935 0.671860 1.638240
O 2.365547 -0.385638 -0.434381
S 1.931682 0.796812 0.231907
H -2.272387 3.195482 -0.670285
H -3.643703 1.448846 0.069938
H -0.019402 3.250904 -0.595548
H -3.038392 -1.022719 1.752273
H -4.015292 -0.567904 0.343865
H -2.907475 -2.063777 0.329375
H 3.633282 2.487593 0.235925
H 3.192595 1.544996 -1.304806
H 2.056043 2.878717 -0.667954
H 2.494557 -3.058110 -0.244390
H 1.802502 -3.376035 1.259477
H 0.768408 -2.647037 -2.065032
H 0.120147 -1.104193 -1.612946
H 0.147230 -1.583489 1.801641

Atoms 1-6, force components in eV/Å:
6.9 1.2 -0.2
-0.5 -5.2 1.1
-2.6 2.3 -0.6
-2.2 0.0 0.2
3.8 2.4 -1.0
-0.1 -3.0 0.7

For the total energy, the calculation gives -1063.85147 hartree. Its spin multiplicity is 3. As for the orbital gap (alpha / beta): 7.04 / 6.55 eV. As for the total charge: +1. As for the relative energy (zero: lowest compared OMol25 entry of this formula, charge and spin): 0.000 eV. Its highest occupied orbital energy (alpha / beta) is -9.55 / -13.19 eV. As for the expectation value of S²: 2.044. The LUMO energy (alpha / beta) is -2.505 / -6.644 eV.